No. 1
55
Properties=species:S:1:pos:R:3:forces:R:3 method="wB97M-V/def2-TZVPD" e_tot_ha=-4181.2026 smiles="CC(=O)OCCCCCCc1cc(S)c2c(c1Br)C(=O)C=CC2=O.CCCC#N" fmax_ev_per_a=10.0 homo_energy_ha=-0.3236 molar_mass_g_mol=480.42
C 5.7720 -0.8500 0.3583 -0.4338 1.4811 -0.6080
C 4.7149 -0.1514 -0.7338 -1.9055 -3.5579 -2.4553
O 4.0161 -1.0075 -1.4831 3.7255 5.8141 4.0845
O 4.6614 1.3175 -0.7917 -0.8526 -3.6641 -0.5778
C 3.6622 1.8068 -1.7538 -1.6556 -0.0483 -2.0737
C 2.0997 1.5748 -1.3159 -0.2654 1.2397 0.0802
C 1.6777 2.3768 0.0897 -0.6954 -1.5889 -0.5013
C 0.0366 2.6559 -0.0737 0.9710 -0.3689 -0.0725
C -0.7279 2.8156 1.3671 0.3998 1.0850 0.3033
C -2.3644 3.0399 1.2475 0.0026 -0.3146 -0.5267
C -2.9832 1.9665 0.1674 -1.5175 -1.8026 -3.0106
C -3.1017 2.4435 -1.3933 -1.1589 -4.3786 1.6452
C -3.6774 1.3980 -2.5585 -0.0370 -0.0374 3.3153
S -3.7054 2.1443 -4.3131 -0.1931 -0.6659 1.1823
C -4.1514 -0.1650 -2.2253 1.2285 2.4333 2.2322
C -4.0428 -0.6502 -0.6267 0.9374 2.4429 -0.6753
C -3.4641 0.4217 0.5196 -0.1405 1.1801 -3.2001
Br -3.2894 -0.0709 2.4919 -0.2840 0.4935 -2.7166
C -4.4797 -2.1887 -0.2716 -0.0448 -2.9590 3.1709
O -4.4455 -2.7846 0.9223 -0.0527 4.0485 -6.8364
C -4.9914 -3.1762 -1.5214 -0.1999 1.4007 -3.3606
C -5.1097 -2.7497 -2.9388 0.7155 0.2901 3.8712
C -4.6720 -1.1985 -3.3873 -0.6374 -0.6145 -4.4390
O -4.7607 -0.9559 -4.6980 0.7464 -0.8322 7.9198
H 6.6105 -0.0720 0.6071 -1.6206 -1.5509 -0.3602
H 6.2423 -1.8211 -0.1193 -1.2965 2.1235 0.9547
H 5.1339 -1.0659 1.3158 1.2928 0.3205 -1.8614
H 3.8079 2.9655 -1.9886 0.0793 -2.5464 1.0904
H 3.8092 1.2632 -2.8028 -0.1576 0.9901 2.3381
H 1.4356 2.0812 -2.1682 1.5832 -1.1210 1.5617
H 1.7692 0.4457 -1.2535 0.9590 2.2984 -0.0781
H 1.8686 1.5814 0.9586 -0.3844 2.1306 -1.6585
H 2.2910 3.3606 0.2497 -1.1713 -1.9315 -0.2944
H -0.0685 3.6213 -0.7421 -0.0191 -1.7671 1.4241
H -0.3536 1.7562 -0.7389 0.5124 1.8153 1.6593
H -0.3100 3.8216 1.8541 -0.8749 -2.1310 -0.9744
H -0.4469 1.9652 2.1550 -0.7636 1.6114 -2.0508
H -2.8529 2.9880 2.3205 0.8847 -0.2506 -2.3448
H -2.6133 4.1291 0.8341 0.6593 -2.4401 0.6985
H -2.7450 3.5236 -1.6693 -0.8462 -2.3999 0.3869
H -4.5290 3.2803 -4.3526 0.6050 -1.1611 0.9926
H -5.2861 -4.3049 -1.2785 0.7982 2.8710 -0.1512
H -5.5105 -3.4996 -3.7764 1.0921 2.0699 1.9599
C 1.5681 -3.4533 1.6506 -0.0626 -0.0514 -0.1154
C 2.4459 -3.5665 2.8929 0.0126 -0.2044 -0.3955
C 2.1722 -2.4637 3.9174 0.3729 0.8416 -0.5681
C 2.4507 -1.1048 3.2958 1.4548 7.7073 -3.1932
N 2.6816 0.0224 2.7801 -1.7805 -8.9906 4.0419
H 1.7535 -2.5208 1.1082 -0.0260 -0.0754 0.0978
H 1.7778 -4.2769 0.9607 -0.0663 0.1174 0.1074
H 0.5053 -3.4927 1.9161 0.1287 0.0135 -0.0611
H 3.4989 -3.5371 2.5869 -0.1258 0.0108 0.1674
H 2.2740 -4.5416 3.3619 0.0613 0.1869 0.0902
H 2.8155 -2.5969 4.7935 -0.0867 0.2511 -0.1149
H 1.1300 -2.5001 4.2528 0.1331 0.1862 -0.1000

No. 2
54
Properties=species:S:1:pos:R:3:forces:R:3 method="wB97M-V/def2-TZVPD" s_squared=3.77 e_tot_ha=-2442.8192 multiplicity=4 charge=-2 fmax_ev_per_a=5.1 homo_energy_ha="-0.0270 / -0.0284" molar_mass_g_mol=613.02
C -0.8430 0.9262 -2.2350 0.3720 0.2622 -1.1671
C -1.0097 -0.4991 -2.4616 0.4790 0.1897 -1.8025
C 0.2955 -1.1228 -2.3636 -0.4571 0.2982 -0.9958
C -2.3016 -1.1360 -2.8155 -0.4794 -0.9014 0.3406
C 1.2492 -0.0984 -1.9843 0.4513 0.3393 -0.6564
C 0.5563 1.1690 -2.0076 -0.0928 0.3764 -0.4960
C 1.1691 2.5036 -1.7316 0.1134 0.2299 -0.1005
C -1.9395 1.9526 -2.2316 -0.1489 0.2574 -0.2289
C 0.6350 -2.5408 -2.6929 -0.1233 -0.2753 0.0661
C 2.6539 -0.3048 -1.4530 0.3222 -0.0331 -0.6117
Re -0.2548 -0.1402 -0.4914 -1.1208 -1.1754 4.8280
Cl -2.1574 -3.6495 -0.8275 -0.4731 -0.8271 -0.1957
Cl -2.3787 -0.0701 0.5573 -0.4303 -0.0532 -0.4308
Cl 0.2532 -2.1727 0.5393 0.6041 0.4302 -0.0857
H -3.1453 -0.4380 -2.7388 0.2993 -0.0857 -0.1377
H -2.4837 -1.9766 -2.0974 -0.0274 0.4674 -0.3971
H -2.2847 -1.6179 -3.8043 0.0742 0.3317 0.0341
H -0.1727 -3.2209 -2.3725 0.3309 0.1834 0.1581
H 1.5904 -2.8138 -2.2262 -0.3471 -0.0817 0.0335
H 0.7634 -2.6623 -3.7822 -0.0520 0.2357 0.1780
H 2.7416 -1.2324 -0.8569 -0.2202 0.4856 -0.2536
H 2.9717 0.5514 -0.8293 -0.2733 -0.5031 -0.2210
H 3.3551 -0.3796 -2.3013 0.0186 -0.0069 0.2288
H 2.0926 2.3882 -1.1584 -0.2852 0.1380 0.0871
H 0.4864 3.1788 -1.2009 0.2376 -0.3367 0.0771
H 1.4330 2.9987 -2.6770 -0.0400 -0.1467 0.0189
H -2.8564 1.5763 -1.7571 0.4305 0.0438 0.0341
H -2.2167 2.2542 -3.2539 0.1700 -0.0989 0.0948
H -1.6126 2.8580 -1.7020 -0.1640 -0.2867 -0.0398
O 0.3950 1.1998 0.7200 0.6607 -0.0701 0.3573
H 0.5060 0.7288 1.6326 -0.2391 0.1336 0.0880
C -1.6822 2.8606 5.4060 -0.0745 0.2877 0.3026
C -2.2219 2.4970 4.1641 0.3652 -0.0590 -0.0877
C -1.5380 1.6184 3.3339 0.3204 -0.2277 0.2348
C -0.3470 0.9583 3.8044 -0.2296 -0.1378 -0.5900
C 0.2580 1.4577 4.9876 -0.4853 -0.1875 -0.0884
C -0.4137 2.3889 5.7729 -0.3101 -0.0628 0.0582
N 0.2644 0.0058 3.0238 0.1257 0.0690 -0.1732
C 0.6613 -1.2378 3.4133 0.2126 0.1769 -0.0238
C 1.9873 -1.7100 3.1255 -0.1341 0.0587 0.4497
C 2.5058 -2.7987 3.8199 -0.5287 0.1768 -0.0174
C 1.6778 -3.5290 4.6952 0.1640 -0.1409 -0.0407
C 0.2989 -3.2696 4.7134 0.5037 0.1314 0.0447
C -0.2217 -2.1853 4.0175 0.2516 0.5287 0.3291
H -2.2521 3.5251 6.0724 0.3697 -0.2325 -0.2791
H -3.1867 2.9039 3.8344 0.3858 -0.0937 0.1467
H -1.9090 1.3858 2.3245 0.2319 -0.0299 0.8022
H 1.2513 1.0839 5.2479 -0.3462 0.0606 0.0383
H 0.0477 2.7321 6.7020 -0.1356 -0.0312 -0.1640
H 2.5912 -1.1723 2.3847 -0.2184 -0.0036 0.4820
H 3.5630 -3.0653 3.6981 -0.4030 0.0285 0.0255
H 2.1184 -4.2981 5.3338 -0.2158 0.0385 -0.2467
H -0.3594 -3.8959 5.3178 0.0915 0.0369 -0.2282
H -1.3016 -2.0127 3.9455 0.4693 0.0920 0.2210

No. 3
54
Properties=species:S:1:pos:R:3:forces:R:3 method="wB97M-V/def2-TZVPD" relative_energy_kcal_mol=0.0 e_tot_ha=-2411.8041 charge=-2 fmax_ev_per_a=1.7 homo_energy_ha=-0.0401 molar_mass_g_mol=518.04
C -0.6431 1.0752 -2.8883 1.0357 -0.8356 -0.0230
C -0.7906 -0.3404 -3.1285 1.0057 0.6477 0.0853
C 0.5070 -0.9262 -3.0991 -0.6542 1.0158 -0.0048
C -2.0392 -1.0559 -3.4866 -0.5133 -0.4055 0.1186
C 1.4621 0.1022 -2.8445 -1.3250 0.3615 0.2613
C 0.7604 1.3425 -2.7207 -0.7797 -1.0223 -0.3946
C 1.3773 2.6834 -2.5756 0.1966 0.4398 0.2376
C -1.7302 2.0838 -2.9144 -0.4838 0.4110 0.0807
C 0.8132 -2.3361 -3.4340 0.0789 -0.5210 0.1040
C 2.9291 -0.0759 -2.8965 0.6289 -0.1834 0.2193
Zr -0.2644 0.0480 -0.5404 0.4956 -1.4106 -0.7432
Cl -3.4630 -3.5814 -0.5074 -0.2365 -0.3511 -0.1304
Cl -2.5729 -0.3725 -0.4033 -0.2890 0.2997 -0.0137
Cl 0.5411 -2.3461 -0.3484 0.0972 0.4957 -0.0208
H -2.9275 -0.4900 -3.2026 0.0692 0.0012 0.0063
H -2.1158 -2.0118 -2.9572 -0.0698 0.0533 0.0016
H -2.1146 -1.2653 -4.5600 0.1514 0.0653 -0.0541
H 0.0473 -3.0094 -3.0465 0.0191 0.0353 0.0290
H 1.7598 -2.6486 -2.9931 -0.0008 -0.0343 0.0555
H 0.8852 -2.5137 -4.5118 -0.0303 0.1870 -0.1456
H 3.2341 -0.9909 -2.3819 0.0192 0.0184 0.0488
H 3.4570 0.7580 -2.4310 0.0215 0.0212 0.0420
H 3.3118 -0.1591 -3.9215 -0.1149 0.0381 -0.0392
H 2.2925 2.6369 -1.9802 0.0165 0.0194 0.0474
H 0.7051 3.3788 -2.0684 0.0100 -0.1110 0.0218
H 1.6551 3.1411 -3.5338 -0.0757 -0.1382 -0.0734
H -2.6541 1.6864 -2.4859 0.0647 -0.0277 -0.0015
H -1.9750 2.4297 -3.9266 0.1026 -0.0433 -0.0541
H -1.4658 2.9645 -2.3238 0.0167 -0.0435 0.0114
O -0.1133 1.9644 -0.1154 0.9644 1.0200 0.6435
H 0.5029 2.2925 0.5653 -0.7383 -0.2244 -0.2738
C -1.5788 2.8521 4.4006 0.1033 0.1022 0.2566
C -2.2735 2.5846 3.2151 0.5618 -0.2971 0.0163
C -1.7820 1.6298 2.3248 0.3330 -0.1477 -0.0655
C -0.5813 0.9245 2.6053 0.1777 0.0113 0.0482
C 0.1124 1.2348 3.8026 -0.3340 -0.0029 -0.1892
C -0.3838 2.1785 4.6958 -0.1344 -0.2643 -0.4303
N -0.0304 -0.0463 1.7430 -0.1696 0.5851 -0.6208
C 0.4851 -1.1534 2.4301 0.2808 -0.8943 0.3417
C 1.8322 -1.5885 2.2783 -0.9024 0.2803 0.3459
C 2.2987 -2.6827 2.9997 -0.3421 0.1503 0.0554
C 1.4383 -3.3615 3.8723 -0.0302 -0.0893 0.1167
C 0.0974 -2.9744 4.0101 0.2738 0.3238 -0.2027
C -0.3793 -1.8925 3.2758 0.5009 0.3291 -0.0510
H -1.9601 3.5891 5.1028 -0.0132 -0.0458 -0.0618
H -3.1992 3.1150 2.9734 0.2948 -0.1643 0.1429
H -2.3035 1.4050 1.3916 0.1312 0.0967 0.4406
H 1.0414 0.6874 3.9930 -0.3470 0.2872 0.0859
H 0.1828 2.3481 5.6144 -0.3107 0.1959 -0.1689
H 2.4647 -1.0621 1.5622 -0.1163 -0.1076 0.2609
H 3.3406 -2.9946 2.8789 -0.3586 -0.0086 0.0782
H 1.8153 -4.2058 4.4464 -0.0465 0.0848 -0.0806
H -0.5851 -3.4842 4.6984 0.3438 -0.0038 -0.3083
H -1.4234 -1.5668 3.3475 0.4214 -0.1999 -0.0521

No. 4
54
Properties=species:S:1:pos:R:3:forces:R:3 method="wB97M-V/def2-TZVPD" relative_energy_kcal_mol=0.9 e_tot_ha=-1628.9505 smiles="C[C@@H](CCc1ccccc1)NC(=O)CN1CCN(Cc2ccc(Cl)cc2)C1=O" fmax_ev_per_a=0.7 homo_energy_ha=-0.3230 molar_mass_g_mol=399.92
C -2.7711 -0.2787 -2.9087 0.1094 0.0038 0.2928
H -2.4524 -0.3441 -3.9469 0.0478 -0.0357 -0.1218
H -3.4100 -1.1261 -2.6805 -0.1433 -0.1177 -0.0183
C -1.5567 -0.2415 -1.9806 -0.1611 0.0317 -0.0680
N -0.7932 0.9687 -2.2500 0.0904 -0.5125 -0.1493
C -1.1559 2.1884 -1.8280 0.4209 0.4223 -0.3285
O -2.1514 2.4285 -1.1731 -0.3879 0.0845 0.2525
C -0.1367 3.2759 -2.2162 -0.0641 -0.2129 -0.0522
N 0.9812 3.2629 -1.2994 -0.0097 0.1276 0.0068
C 1.8358 2.1957 -1.2460 0.3211 0.2829 -0.1041
O 1.9815 1.3522 -2.1133 0.0298 -0.3678 -0.3266
N 2.5415 2.2673 -0.0814 -0.0428 -0.0364 0.1329
C 3.2366 1.1253 0.4539 0.0632 -0.1164 -0.1994
C 2.4223 0.4315 1.5206 0.0576 -0.0109 0.1039
C 1.0666 0.1947 1.3186 0.1336 0.0102 0.0717
C 0.2878 -0.3751 2.3076 -0.0036 0.0102 0.0621
C 0.8780 -0.7259 3.5118 0.2220 0.1359 -0.1773
C 2.2316 -0.5224 3.7251 -0.1306 -0.0846 0.0723
C 2.9944 0.0625 2.7302 -0.0663 0.0133 -0.1843
H 4.0468 0.2365 2.9007 0.1197 0.0466 0.0276
H 2.6790 -0.8054 4.6650 0.0067 -0.0264 0.1032
Cl -0.0835 -1.4118 4.7700 -0.1311 -0.0906 0.2632
H -0.7651 -0.5431 2.1480 -0.1266 -0.0505 -0.0003
H 0.6082 0.4690 0.3797 -0.1044 0.0491 -0.1481
H 4.2041 1.4394 0.8585 -0.0453 -0.1022 -0.0380
H 3.4095 0.4533 -0.3935 0.0847 0.0942 0.1153
C 2.0745 3.3443 0.7654 0.1838 0.2321 0.1558
H 1.7931 2.9707 1.7545 -0.0025 0.0621 -0.0869
C 0.8739 3.9108 -0.0082 -0.2160 0.1666 0.1912
H 0.9308 4.9960 -0.1261 -0.0268 -0.0851 0.0893
H -0.0815 3.6610 0.4702 0.0993 0.0292 -0.0083
H 2.8674 4.0916 0.8865 -0.1157 -0.0384 0.0637
H -0.6122 4.2564 -2.1685 -0.0084 -0.1371 -0.0424
H 0.2433 3.0949 -3.2242 -0.0611 0.0734 0.0415
H 0.1168 0.8613 -2.6840 -0.0410 0.1425 0.1156
C -0.6167 -1.4317 -2.1764 -0.2053 0.0014 0.0909
H -0.3200 -1.4638 -3.2279 0.0823 0.0392 -0.0486
H 0.2844 -1.2691 -1.5796 0.0786 0.0206 -0.0302
C -1.2218 -2.7880 -1.7938 0.1511 0.2179 -0.0457
C -1.4474 -2.9241 -0.3143 -0.0421 -0.0835 -0.0914
C -2.6906 -2.6710 0.2505 0.0257 0.0195 -0.0223
C -2.8933 -2.8256 1.6110 -0.0726 0.0198 0.0978
C -1.8545 -3.2414 2.4256 -0.0534 -0.0517 0.0923
C -0.6066 -3.4814 1.8754 0.0380 -0.0767 0.0325
C -0.4056 -3.3185 0.5169 -0.0296 -0.0190 0.0043
H 0.5692 -3.5130 0.0917 0.1122 -0.0315 -0.0633
H 0.2105 -3.8003 2.5060 0.0693 -0.0128 0.0681
H -2.0162 -3.3767 3.4845 -0.0008 0.0039 0.0628
H -3.8677 -2.6292 2.0346 -0.0768 0.0071 0.0325
H -3.5122 -2.3620 -0.3800 -0.0889 0.0278 -0.0963
H -2.1607 -2.9353 -2.3282 0.0048 -0.0861 -0.0378
H -0.5275 -3.5669 -2.1178 -0.0885 -0.0187 -0.0407
H -1.9088 -0.1985 -0.9416 0.0740 -0.0152 -0.1049
H -3.3492 0.6317 -2.7741 -0.0799 0.0454 -0.0079